1.
Computed, not measured: 2 unconnected molecules or ions with the total composition C2H6NO3, with the ωB97M-V functional and the def2-TZVPD basis.

Structure (ORCA input):
```
! RIJCOSX wB97M-V def2-TZVPD def2/J DEFGRID3
* xyz -1 1
O 0.528 1.262 1.142
C 0.166 0.355 0.336
O -0.932 -0.433 0.253
C 1.014 -0.168 -0.824
N 1.120 -1.633 -1.008
H 0.487 0.004 -1.811
H 1.954 0.391 -0.937
H 0.271 -1.853 -0.586
H 1.659 -1.968 -0.208
H -1.960 1.802 0.665
H -2.047 0.656 1.454
O -2.258 1.584 1.524
*
```

For the lowest unoccupied orbital energy, the calculation gives 4.413 eV. As for the frontier orbital gap: 8.91 eV.

---

2.
Computed, not measured: C7H10 in the gas phase, with the ωB97M-V functional and the def2-TZVPD basis.

Structure (ORCA input):
```
! RIJCOSX wB97M-V def2-TZVPD def2/J DEFGRID3
* xyz 0 1
C 1.553 1.416 -0.607
C 0.700 0.505 -0.067
C 2.104 0.204 0.084
C 3.145 -0.649 0.091
C -1.568 1.271 0.085
C -0.948 -1.322 0.125
C -0.608 0.140 0.558
H 1.823 2.408 -0.990
H 2.970 -1.609 0.550
H 4.163 -0.439 -0.131
H -2.515 0.973 -0.328
H -1.120 1.819 -0.721
H -1.747 1.879 0.857
H -1.333 -1.489 -0.875
H -1.571 -1.764 0.858
H -0.005 -1.861 0.242
H -0.419 0.024 1.655
*
```

For the lowest unoccupied orbital energy, the calculation gives 0.928 eV. As for the frontier orbital gap: 8.81 eV. Its SMILES is C=C1C=C1C(C)C.

---

Asked for E_HOMO across the records above, the calculation gives -4.500, -7.884 eV in order.
Asked for energy relative to the best compared isomer or geometry (same formula, charge and spin) across the records above, the calculation gives 33.5, 91.0 kcal per mole in order.
Asked for max |F| across the records above, the calculation gives 0.072, 0.077 hartree/bohr in order.